1.
32
Properties=species:S:1:pos:R:3:lowdin_charge:R:1 method="wB97M-V/def2-TZVPD" e_homo_ev="-9.2 / -9.2" gap_ev="10.112 / 7.495" spin_multiplicity=2 s_squared=0.770
C 1.06348 2.90557 5.23971 0.1200
C 0.91137 2.06220 4.10363 -0.3628
O 0.74751 0.83769 4.18850 0.0109
H 1.03167 2.47280 6.24099 0.0732
H 1.19588 3.98069 5.11788 0.0618
H 1.00087 2.53080 3.10228 0.1046
C 1.06963 0.30766 0.89754 -0.1524
C 1.01913 -1.21019 0.91545 -0.2398
O -0.23714 -1.66243 0.46878 -0.1969
C -0.31202 -3.05702 0.34907 -0.1163
H 1.87511 0.62970 1.57385 0.1084
H 0.10034 0.70263 1.23683 0.1138
H 1.19898 -1.58623 1.93974 0.1247
H 1.82281 -1.62723 0.27794 0.1306
H -1.33162 -3.31361 0.03612 0.0905
H 0.39956 -3.42803 -0.41005 0.0919
H -0.09599 -3.55819 1.30962 0.0882
C 1.43423 0.92453 -0.48608 -0.2158
O 0.66212 0.48726 -1.57702 -0.1306
C -0.68532 0.88538 -1.54920 -0.2087
C -1.35873 0.48834 -2.83860 -0.2219
O -1.46968 -0.91036 -2.91756 -0.1789
C -2.07416 -1.34786 -4.10603 -0.1217
H 2.47127 0.65299 -0.72943 0.1249
H 1.38179 2.02592 -0.40357 0.1177
H -0.75792 1.98312 -1.43721 0.1309
H -1.21431 0.41791 -0.70257 0.1255
H -0.78002 0.87696 -3.69726 0.1325
H -2.36133 0.95453 -2.87199 0.1290
H -2.11922 -2.44312 -4.07709 0.0893
H -3.09825 -0.94652 -4.20472 0.0879
H -1.49005 -1.03591 -4.98956 0.0895

=====

2.
33
Properties=species:S:1:pos:R:3:lowdin_charge:R:1 method="wB97M-V/def2-TZVPD" e_homo_ev=-6.6 gap_ev=7.265 spin_multiplicity=1
C -0.30507 1.39005 0.16008 -0.0231
C -0.35794 -1.66753 0.80667 -0.2138
C -1.39115 0.32658 0.15905 -0.3422
C 1.08700 0.82603 -0.27475 -0.6025
C 1.55109 -0.33760 0.48871 -0.6380
C 0.10073 -2.42094 2.03380 -0.0404
C 2.08344 1.97761 -0.19423 -0.0138
C -3.69485 0.19629 0.91270 -0.1070
C 0.88336 1.10347 -2.71517 -0.1240
O -1.23458 -0.69145 1.12370 -0.0682
O 1.82281 -0.13153 1.77492 -0.0778
O -2.61666 1.00406 0.47182 -0.1329
O 0.98833 0.29105 -1.60960 -0.2901
P 2.63142 -1.35777 -0.56423 0.9315
H -0.51646 2.22423 -0.61684 0.1401
H -0.14126 1.74369 1.26379 0.1681
H -0.18000 -1.95545 -0.25396 0.0962
H -1.40586 -0.11321 -0.81664 0.1533
H -0.57112 -1.91401 2.74364 0.0892
H 1.12046 -1.97671 2.13125 0.0608
H -0.00260 -3.54015 1.86887 0.1041
H 2.35305 2.03774 0.88814 0.1000
H 1.40769 2.82832 -0.67682 0.1225
H 2.97738 1.80760 -0.81900 0.0890
H -3.40602 -0.20498 1.86213 0.0591
H -4.11067 -0.58990 0.22466 0.0966
H -4.62202 0.94954 1.20627 0.1406
H 0.56353 0.38034 -3.59261 0.1336
H 1.89112 1.56387 -2.91590 0.0887
H 0.15987 2.02613 -2.50174 0.1172
H 1.16819 0.40922 2.31957 0.1556
H 1.57531 -2.29462 -0.81660 -0.0900
H 2.98926 -2.17245 0.57078 -0.0826

=====

3.
30
Properties=species:S:1:pos:R:3:lowdin_charge:R:1 method="wB97M-V/def2-TZVPD" e_homo_ev="-7.8 / -7.8" gap_ev="7.233 / 7.233" smiles="CC[C@@H](C)[C@H](C)C(C)=P(C)=S" spin_multiplicity=1
C -0.29692 0.63761 0.57551 -0.4463
C -0.22274 1.03247 -0.90243 -0.3365
C 0.22326 -0.73776 0.91229 -0.4577
C -0.72005 -0.06707 -1.91791 -0.2469
C 0.47987 1.72771 1.29597 -0.0554
C -0.98726 2.37686 -1.13355 -0.0261
C 1.64612 -1.09012 0.59210 -0.1208
C -0.25333 -0.01755 -3.30274 -0.1403
C 0.17879 -2.94544 2.80947 -0.2784
P -0.36193 -1.30732 2.38953 0.4906
S -2.23443 -0.83533 2.80892 0.1662
H -1.27865 0.88438 0.85667 0.0760
H 0.80064 1.13264 -1.17787 0.1114
H -0.41492 -0.96085 -1.33906 0.1015
H -1.80938 0.02089 -1.91754 0.1102
H -0.11058 2.70390 1.17665 0.1050
H 1.44207 1.78215 0.69363 0.1072
H 0.59138 1.34349 2.24095 0.0353
H -2.02116 2.04462 -1.35476 0.1010
H -0.62086 2.82746 -2.01367 0.0649
H -0.92178 3.05682 -0.41668 0.0061
H 1.73810 -1.12686 -0.44490 0.0415
H 1.99296 -2.14808 0.96238 0.0954
H 2.45815 -0.42424 1.12045 0.1225
H -0.96057 -0.51686 -4.08655 0.1037
H 0.68958 -0.57284 -3.62700 0.0806
H 0.09162 1.01607 -3.59435 0.0834
H 0.66407 -3.48296 2.03729 0.0288
H 0.91150 -2.86633 3.55340 0.0230
H -0.69356 -3.48747 3.20383 0.0539

=====

4.
38
Properties=species:S:1:pos:R:3:lowdin_charge:R:1 method="wB97M-V/def2-TZVPD" e_homo_ev=-12.8 gap_ev=9.234 spin_multiplicity=1 charge=+1
C 4.98617 -0.27726 0.74907 -0.0854
C 4.34149 0.46243 -0.52249 -0.1274
B 2.79703 0.84473 -0.25415 -0.3666
O 2.52673 2.05627 0.42283 0.1251
C 1.60307 -0.17930 -0.72426 -0.1057
N 0.39377 0.62230 -1.10860 0.0882
C -0.86626 0.32298 -0.35260 -0.0680
C -0.54377 -0.25949 1.08196 -0.0958
O 0.08590 -1.54147 0.81947 -0.1067
C 1.41686 -1.21742 0.44441 -0.2927
S 2.26864 -2.85020 0.11013 0.8159
O 3.17478 -2.76658 -1.05030 -0.2667
O 2.96949 -3.28771 1.32638 -0.2573
F 1.03055 -3.88648 -0.19459 -0.1575
H 4.20880 -0.82095 1.35780 0.0554
H 5.71407 -1.07009 0.44005 0.0927
H 5.52995 0.43421 1.42266 0.0854
H 4.94653 1.38586 -0.70662 0.1134
H 4.43174 -0.27337 -1.36862 0.1025
H 3.13717 2.09819 1.17637 0.1245
H 2.00698 -0.66149 -1.65771 0.1583
H 0.52959 1.64508 -1.07924 0.1849
H 0.19525 0.42324 -2.09848 0.1931
H -1.36970 -0.52185 -0.89926 0.1572
H -1.61565 1.15201 -0.33367 0.1250
H 0.12187 0.43161 1.65811 0.1494
H -1.50842 -0.37595 1.62138 0.1473
H 1.94592 -0.81647 1.35691 0.1484
C -5.98118 0.35535 0.88649 -0.0121
C -4.87243 0.93451 0.05314 -0.4822
O -3.73561 1.01782 0.48334 0.0308
C -5.22220 1.40721 -1.33180 -0.0144
H -5.58675 0.05749 1.85786 0.0865
H -6.76081 1.10341 1.03906 0.0951
H -6.39722 -0.52408 0.39201 0.0938
H -5.96853 2.20102 -1.27608 0.0950
H -5.60513 0.57381 -1.92323 0.0930
H -4.32874 1.80066 -1.81774 0.0776

=====

5.
32
Properties=species:S:1:pos:R:3:lowdin_charge:R:1 method="wB97M-V/def2-TZVPD" e_homo_ev="-17.2 / -17.2" gap_ev="6.865 / 5.080" spin_multiplicity=3 charge=+2 s_squared=2.013
C -3.92365 -4.66230 -8.69886 -0.0773
C -3.97070 -3.74826 -9.93356 -0.2293
C -3.01470 -4.16974 -11.05968 -0.1206
N -2.81273 -3.09202 -12.09969 -0.2586
C -1.90919 -3.76276 -13.13672 -0.0971
C -1.51413 -2.81211 -14.27908 -0.1654
C -0.87562 -1.53255 -13.72090 -0.1676
C -1.68180 -0.88119 -12.59547 -0.1617
C -2.07202 -1.87592 -11.54009 -0.1163
C -4.07881 -2.62841 -12.79406 0.0566
H -4.46481 -4.14598 -7.90944 0.0844
H -2.88658 -4.91429 -8.46348 0.0647
H -4.41409 -5.62663 -8.83040 0.0877
H -3.96650 -2.69538 -9.65330 0.1058
H -4.98053 -3.88392 -10.33584 0.1152
H -3.42500 -5.03804 -11.56886 0.1483
H -2.02994 -4.38303 -10.64539 0.1137
H -1.05660 -4.20523 -12.63261 0.1402
H -2.63114 -4.42397 -13.61567 0.1325
H -0.84687 -3.35248 -14.95666 0.1316
H -2.32376 -2.69539 -15.00623 0.1204
H 0.11079 -1.88733 -13.40852 0.1216
H -0.74578 -0.85475 -14.56355 0.1272
H -1.00413 -0.14893 -12.15557 0.1317
H -2.50855 -0.36446 -13.07953 0.1226
H -1.18353 -2.16272 -10.96946 0.0721
H -2.80622 -1.40292 -10.88716 0.1284
H -4.78374 -2.34872 -12.01907 0.1108
H -4.48595 -3.47278 -13.35280 0.1233
H -3.84534 -1.90282 -13.56240 0.1012
Pt 0.84976 -2.90849 -6.22946 0.8288
Br 0.50525 -2.93352 -8.75086 0.2252

=====

6.
35
Properties=species:S:1:pos:R:3:lowdin_charge:R:1 method="wB97M-V/def2-TZVPD" e_homo_ev="-15.5 / -15.5" gap_ev="8.191 / 8.190" spin_multiplicity=1 charge=+2
C 0.66444 -1.68417 -0.94399 -0.2076
C 0.68207 0.19278 -2.35714 -0.7276
C -0.34970 -0.77836 -0.20553 0.0459
C 1.69767 -5.19331 -0.08769 -0.0734
C -1.61805 3.28800 2.64472 0.0313
C 0.56410 3.26231 1.22515 -0.0096
C -2.84491 2.21096 0.01729 0.0300
C 2.03727 -3.94226 -0.94631 -0.1509
C -0.81493 2.88146 1.33695 -0.3000
N 0.71034 1.08924 -1.43118 0.0057
N 0.77360 -1.21272 -2.20658 0.0859
N -1.35761 2.42938 0.24551 0.0067
N 1.16313 -2.79703 -0.38545 0.1172
N 0.06789 0.79621 -0.31411 -0.0787
Cl 0.18670 0.60842 -3.96164 0.7850
H -1.06624 -0.84581 -0.96996 0.1099
H -0.54253 -0.98659 0.85182 0.1385
H 2.56534 -5.89330 -0.39113 0.1231
H 1.88160 -4.99433 0.97663 0.0792
H 0.72410 -5.65567 -0.26218 0.0860
H -0.89160 3.48873 3.45765 0.0951
H -2.12802 4.31489 2.52546 0.1384
H -2.35857 2.48331 2.84562 0.0923
H 0.84658 4.13238 1.85117 0.1330
H 0.81823 3.14611 0.16883 0.0877
H 1.15497 2.35588 1.70040 0.1500
H -3.11579 1.35221 0.70378 0.1154
H -3.52806 3.12672 0.25185 0.1472
H -2.84069 1.96091 -0.99322 0.0618
H 1.67662 -4.12651 -1.88862 0.0787
H 3.16310 -3.82315 -0.89460 0.1511
H 1.22339 -1.72757 -3.07781 0.2304
H -0.85315 2.41873 -0.66111 0.1393
H 1.07187 -2.91930 0.64895 0.1730
H 0.63682 1.04145 0.52647 0.1101

=====

Energy readings, ordered: -655.144750, -996.404520, -1093.756282, -1308.518446, -3102.223615, -1088.154398 Eh